Entry 1:
Here is an isolated molecule of C5H12N2O in a non-equilibrium geometry from the OMol25 dataset. Energies are from ωB97M-V/def2-TZVPD.

XYZ file:
```
20
Properties=species:S:1:pos:R:3:forces:R:3
C 0.4405 -0.5471 0.1134 -0.341 -1.836 -1.516
C -0.6793 1.0458 1.6594 -0.526 -0.534 -0.904
C -0.5441 1.4726 -0.7345 -0.361 -0.043 -0.257
N -0.6219 0.4079 0.2760 -0.434 1.444 2.051
N 0.5981 -1.3651 1.2920 0.061 0.030 0.692
C 0.0805 -1.5154 -1.0883 0.618 1.286 -0.677
C 0.3130 -1.2642 -2.3847 -0.125 -0.174 0.874
O 0.3685 1.9546 1.9000 0.396 -0.346 -0.045
H 1.1565 1.3945 1.9923 -0.116 0.375 0.112
H 1.4106 -0.0757 -0.0880 0.052 0.107 -0.155
H 1.2895 -2.0892 1.1165 -0.116 0.153 0.028
H -0.2889 -1.8289 1.4729 0.124 -0.051 0.078
H -1.6320 1.5814 1.7313 0.323 0.207 -0.368
H -0.7204 0.3213 2.4798 0.179 -0.330 -0.592
H -0.3713 -2.4716 -0.8344 -0.013 0.142 0.289
H 0.4897 1.7578 -0.9700 -0.035 -0.034 0.059
H -1.0585 2.3846 -0.4104 0.083 -0.333 0.186
H -1.0376 1.1580 -1.6579 0.159 -0.105 0.048
H 0.7315 -0.3204 -2.7186 0.109 -0.098 0.020
H 0.0757 -2.0012 -3.1468 -0.036 0.139 0.075
```
Positions in Å, forces in eV/Å.

Computed properties:
Frontier orbital gap (eV): 9.915
HOMO level (Ha): -0.3272
Energy above the lowest of the compared OMol25 structures with the same formula, charge and spin (kcal/mol): 60.0
SMILES: C=C[C@H](N)N(C)CO
DFT total energy (eV): -10405.82063

Here are the natural (NBO) charges for atoms 1 to 8, given in e:
1 C 0.078
2 C 0.085
3 C -0.423
4 N -0.464
5 N -0.841
6 C -0.189
7 C -0.403
8 O -0.724

***

Entry 2:
Here is a structure of composition C5H12N2O in a non-equilibrium geometry from the OMol25 dataset. Energies are from ωB97M-V/def2-TZVPD.

XYZ file:
```
20
Properties=species:S:1:pos:R:3:forces:R:3
N 0.9656 0.9891 1.0432 -1.121 -1.458 -0.298
C -0.1903 0.5781 0.2554 0.657 -0.218 1.758
C -0.4605 -0.9788 0.2981 0.185 -0.656 -2.742
C -0.4267 -1.8098 1.7807 0.817 1.175 -1.027
C -0.1457 -0.8728 2.8928 -0.061 -3.330 -0.812
C -0.0370 0.8894 -1.3130 2.033 -2.183 -3.795
N -1.1657 0.7610 -1.9535 -0.950 1.613 1.948
O 1.1021 0.8067 -1.8231 -0.895 0.551 1.819
H 0.7811 0.2747 1.8656 0.052 0.646 0.954
H 1.8592 0.6596 0.6352 -0.684 -0.055 -0.110
H -0.9998 1.2411 0.6012 -0.115 -0.781 0.060
H 0.3938 -1.4815 -0.3143 -1.198 0.887 1.263
H -1.3516 -1.2616 -0.3535 0.804 0.582 1.320
H 0.6038 -1.9611 1.8642 1.546 -2.932 -1.796
H -1.1074 -2.8224 1.6905 1.339 3.101 0.552
H -1.8879 0.9855 -1.2398 -0.122 -0.518 -0.968
H 0.6413 -1.2666 3.5341 0.375 0.988 -0.054
H -0.9770 -0.5816 3.3712 -2.662 2.586 1.925
H 0.8641 0.1425 -6.8048 1.381 1.169 -1.700
H 1.3248 0.5299 -7.3767 -1.381 -1.167 1.704
```
Positions in Å, forces in eV/Å.

Computed properties:
Frontier orbital gap (eV): 4.385
HOMO level (Ha): -0.3055
Energy above the lowest of the compared OMol25 structures with the same formula, charge and spin (kcal/mol): 244.1
DFT total energy (eV): -10397.83716

Here are the natural (NBO) charges for atoms 1 to 8, given in e:
1 N -0.663
2 C -0.117
3 C -0.391
4 C -0.527
5 C -0.169
6 C 0.577
7 N -0.727
8 O -0.616

***

Entry 3:
Here is an isolated molecule of C5H12N2O in a non-equilibrium geometry from the OMol25 dataset. Energies are from ωB97M-V/def2-TZVPD.

XYZ file:
```
20
Properties=species:S:1:pos:R:3:forces:R:3
C -1.7407 0.2098 -1.4064 -0.143 -0.050 0.589
C -0.3437 0.2002 -0.8243 0.651 1.720 -0.111
C 0.6297 -0.5111 -1.5096 0.235 0.045 0.378
O 0.0713 1.7335 -0.5484 -0.304 -1.577 -0.300
H 0.8321 1.8770 -1.1300 -0.274 -0.170 -0.137
H -2.3674 0.8796 -0.8171 -0.060 -0.032 -0.075
H -1.7465 0.5594 -2.4379 0.174 0.001 0.043
H -2.1711 -0.7918 -1.3643 0.005 0.005 -0.001
H 0.3913 -1.0928 -2.3855 -0.248 -0.238 0.118
H 1.6873 -0.3751 -1.3201 0.041 0.159 0.085
N 1.8405 0.1744 1.5019 -0.607 0.264 -0.250
N -0.5029 -1.5563 1.2484 0.162 0.061 -0.798
C 0.5988 0.6714 1.4553 -0.279 -1.167 0.090
C -0.5101 -0.1461 0.9934 0.517 0.959 0.758
H 2.6251 0.8045 1.4392 -0.015 -0.082 0.255
H -0.4187 -1.8223 2.2191 0.189 0.034 -0.120
H 0.1394 -2.0348 0.6224 -0.080 -0.133 0.069
H 1.9845 -0.7690 1.1669 -0.043 0.072 -0.091
H 0.4552 1.6812 1.8064 0.094 0.065 -0.270
H -1.4540 0.3083 1.2905 -0.017 0.066 -0.231
```
Positions in Å, forces in eV/Å.

Computed properties:
Frontier orbital gap (alpha / beta) (eV): 6.981 / 6.980
HOMO level (alpha / beta) (Ha): -0.2406 / -0.2406
Energy above the lowest of the compared OMol25 structures with the same formula, charge and spin (kcal/mol): 110.6
DFT total energy (eV): -10403.62845

Here are the natural (NBO) charges for atoms 1 to 8, given in e:
1 C -0.651
2 C 0.295
3 C -0.757
4 O -0.828
5 H 0.471
6 H 0.213
7 H 0.222
8 H 0.223

***

Entry 4:
Here is an isolated molecule of C5H12N2O in a non-equilibrium geometry from the OMol25 dataset. Energies are from ωB97M-V/def2-TZVPD.

XYZ file:
```
20
Properties=species:S:1:pos:R:3:forces:R:3
C -0.7597 1.2042 -1.6272 1.716 0.849 0.388
O -1.6359 1.8670 -2.5042 -0.697 -0.142 -0.427
C -1.2647 1.1050 -0.1655 -1.432 1.067 -1.484
C -1.3698 -0.2937 0.3758 1.232 -0.856 -0.155
C -0.1548 -1.1999 0.0064 0.112 -0.578 0.301
N 2.8660 -0.6149 1.9425 -0.803 -1.779 0.587
C 1.7098 -1.2664 1.4478 1.436 1.684 -1.056
N 1.1371 -0.6962 0.4779 -1.277 0.194 -0.264
H 0.2138 1.7110 -1.5608 -0.218 0.554 -0.071
H -0.3779 0.3330 -2.1333 -0.818 -1.013 0.098
H -1.4191 2.7895 -2.6301 0.222 0.100 0.234
H -0.6730 1.8540 0.3657 -0.114 -0.562 0.597
H -2.3190 1.5050 -0.2395 1.028 -0.178 0.305
H -1.5620 -0.3293 1.4418 0.279 0.188 0.355
H -2.2530 -0.7384 -0.0534 -0.300 -0.360 -0.397
H -0.1408 -1.4329 -1.0690 0.202 0.719 0.151
H -0.2677 -2.2013 0.4020 -0.574 -0.463 0.582
H 3.3286 -0.0459 1.2519 -0.025 0.035 -0.018
H 3.4502 -1.3034 2.3992 0.427 0.451 -0.021
H 1.4917 -2.2464 1.8719 -0.396 0.090 0.295
```
Positions in Å, forces in eV/Å.

Computed properties:
Frontier orbital gap (eV): 10.187
HOMO level (Ha): -0.3368
Energy above the lowest of the compared OMol25 structures with the same formula, charge and spin (kcal/mol): 52.4
SMILES: N/C=N/CCCCO
DFT total energy (eV): -10406.15079

Here are the natural (NBO) charges for atoms 1 to 8, given in e:
1 C -0.075
2 O -0.731
3 C -0.434
4 C -0.401
5 C -0.235
6 N -0.814
7 C 0.270
8 N -0.497

***

Entry 5:
Here is an isolated molecule of C5H12N2O in a non-equilibrium geometry from the OMol25 dataset. Energies are from ωB97M-V/def2-TZVPD.

XYZ file:
```
20
Properties=species:S:1:pos:R:3:forces:R:3
C -0.4936 0.7396 -1.0967 0.807 -0.806 -0.635
C 0.0182 2.1137 -0.8010 -0.144 0.078 0.307
C -0.6941 -1.7271 -1.1465 0.142 0.104 -0.151
C 0.5708 -0.5493 0.7102 -1.288 1.727 1.964
C -0.0995 -0.4533 -0.6066 -1.743 0.834 -0.419
N 1.8731 -0.0417 0.7287 0.322 -0.022 0.229
N -0.5568 0.5326 1.6152 1.266 -1.459 -0.873
O 0.6262 -1.8069 1.2874 -0.050 0.117 -0.022
H -0.2249 -2.2457 1.1853 0.005 0.104 0.068
H -1.1825 0.7045 -1.9346 0.084 -0.103 -0.203
H 2.3117 -0.1510 1.6338 -0.022 0.088 -0.019
H 1.9448 0.9027 0.3854 -0.044 -0.032 0.030
H -0.4441 0.5841 2.6268 0.520 -0.478 -0.007
H -1.4872 0.1372 1.4814 0.144 -0.014 -0.156
H 0.8103 2.3876 -1.5074 -0.099 -0.031 0.003
H 0.3777 2.1992 0.2213 0.023 0.050 -0.066
H -0.7909 2.8371 -0.9128 0.059 0.048 -0.034
H 0.0654 -2.5050 -1.2016 -0.010 -0.118 -0.101
H -1.5159 -2.1017 -0.5309 -0.026 -0.050 0.143
H -1.1086 -1.5565 -2.1371 0.053 -0.035 -0.059
```
Positions in Å, forces in eV/Å.

Computed properties:
Frontier orbital gap (eV): 9.650
HOMO level (Ha): -0.3239
Energy above the lowest of the compared OMol25 structures with the same formula, charge and spin (kcal/mol): 60.4
SMILES: C/C=C(/C)C(N)(N)O
DFT total energy (eV): -10405.80370

Here are the natural (NBO) charges for atoms 1 to 8, given in e:
1 C -0.117
2 C -0.667
3 C -0.638
4 C 0.575
5 C -0.088
6 N -0.829
7 N -0.969
8 O -0.696

***

Entry 6:
Here is a cluster of 2 separate species, C5H12N2O in total in a non-equilibrium geometry from the OMol25 dataset. Energies are from ωB97M-V/def2-TZVPD.

XYZ file:
```
20
Properties=species:S:1:pos:R:3:forces:R:3
C 0.7828 1.1777 -1.5515 -0.494 -0.481 0.651
N 0.1005 -0.0277 -1.0816 -1.540 2.413 -1.414
N -1.6583 1.3015 0.4903 2.421 0.988 1.519
H -0.2978 -0.6068 -1.8104 0.372 -0.076 0.400
H -1.5151 1.6365 -0.4613 0.144 -0.412 0.371
H -2.4835 0.7106 0.5365 0.571 -0.305 0.214
H 0.3483 1.4908 -2.5019 0.201 -0.261 -0.084
H 1.8606 1.0310 -1.6319 0.167 0.150 -0.264
H 0.6139 2.0132 -0.8705 0.071 -0.054 0.206
C -0.6893 -1.7257 0.5467 -0.159 0.399 0.344
C 0.3297 -0.6641 0.1653 2.231 -3.000 -1.708
C -0.2902 0.9546 1.6519 -2.157 3.131 0.277
C 1.6527 -1.1084 0.0852 -0.676 -0.126 1.481
O 0.7285 1.5584 1.9187 -1.316 -1.053 -1.983
H -1.0312 0.8870 2.4698 0.167 -1.550 -0.036
H -1.6441 -1.2728 0.8147 0.063 -0.086 -0.058
H -0.8791 -2.4322 -0.2654 0.088 0.052 -0.137
H -0.3383 -2.2914 1.4142 0.013 0.077 -0.145
H 1.9049 -2.1550 0.2014 0.080 -0.075 0.996
H 2.5050 -0.4770 -0.1202 -0.250 0.271 -0.630
```
Positions in Å, forces in eV/Å.

Computed properties:
Frontier orbital gap (alpha / beta) (eV): 7.026 / 6.855
HOMO level (alpha / beta) (Ha): -0.2762 / -0.2804
Energy above the lowest of the compared OMol25 structures with the same formula, charge and spin (kcal/mol): 168.7
SMILES: C=C(C)NC.NC=O
DFT total energy (eV): -10401.10853

Here are the natural (NBO) charges for atoms 1 to 8, given in e:
1 C -0.414
2 N -0.672
3 N -0.947
4 H 0.380
5 H 0.362
6 H 0.356
7 H 0.207
8 H 0.173

***

The lowest energy above the lowest of the compared OMol25 structures with the same formula, charge and spin belongs to which entry?
number 4

***

Among the records above, which one has the highest DFT total energy?
number 2

***

Among the records above, which one has the highest DFT total energy?
number 2